No. 1
The following is a DFT calculation (ωB97M-V/def2-TZVPD) of C46H40AsBr4F6HgN7O4S2 as an isolated structure.

Structure (XYZ):
```
111
Properties=species:S:1:pos:R:3:mulliken_charge:R:1
Hg -0.656 -0.060 -0.928 3.819
O 1.349 -4.235 3.339 -0.766
C 1.160 -4.570 2.042 0.626
C 1.095 -5.931 1.743 -0.710
C 0.906 -6.354 0.440 -0.277
C 0.778 -5.430 -0.591 -0.804
C 0.833 -4.080 -0.299 -0.801
C 1.021 -3.627 1.008 0.055
C 1.064 -2.146 1.212 -0.001
O 0.830 -1.383 0.257 -0.473
N 1.375 -1.786 2.467 -0.794
N 1.503 -0.464 2.673 0.085
C 1.799 0.489 3.276 0.217
S 2.199 1.844 4.067 -0.431
C 5.667 2.702 2.980 -0.432
C 5.928 2.804 1.687 -0.437
S 3.124 1.641 0.102 -0.016
H 1.422 -3.250 3.366 0.524
H 1.198 -6.635 2.559 0.430
H 0.856 -7.416 0.229 0.361
H 0.635 -5.748 -1.615 0.471
H 0.732 -3.351 -1.089 0.532
H 5.721 1.753 3.498 0.228
H 5.346 3.554 3.566 0.241
H 6.210 1.942 1.094 0.220
H 5.832 3.744 1.157 0.223
C -3.533 2.396 -0.140 -0.840
C -3.417 2.574 -1.627 0.930
C -4.547 2.754 -2.419 -1.099
C -4.446 2.840 -3.797 -0.950
C -3.205 2.720 -4.405 -0.854
C -2.055 2.526 -3.653 1.161
C -0.728 2.249 -4.296 -1.131
C -2.180 2.495 -2.264 -1.335
N -1.011 2.253 -1.484 1.590
C -0.278 3.201 -1.073 0.437
C -0.584 4.654 -1.336 -1.937
C 0.976 2.904 -0.314 0.105
C 1.458 3.892 0.711 -2.135
N 1.631 1.856 -0.646 0.839
C 3.920 0.383 -0.859 1.205
C 4.060 0.511 -2.251 0.397
C 3.447 1.638 -3.033 -1.605
C 4.799 -0.450 -2.925 -0.569
C 5.404 -1.493 -2.247 -0.887
C 5.294 -1.578 -0.873 -0.887
C 4.556 -0.645 -0.152 0.647
C 4.495 -0.795 1.347 -1.204
H -4.570 2.505 0.176 0.506
H -2.929 3.124 0.408 0.138
H -3.189 1.402 0.159 -0.088
H -5.519 2.790 -1.941 0.399
H -5.338 2.950 -4.400 0.413
H -3.130 2.719 -5.486 0.364
H -0.802 2.326 -5.380 0.525
H -0.412 1.230 -4.053 0.103
H 0.053 2.934 -3.952 0.191
H -1.196 4.748 -2.231 0.493
H 0.331 5.235 -1.450 0.438
H -1.149 5.074 -0.500 0.323
H 0.739 4.688 0.899 0.478
H 2.405 4.335 0.384 0.483
H 1.661 3.373 1.653 0.275
H 2.377 1.475 -3.162 0.004
H 3.903 1.692 -4.021 0.512
H 3.586 2.594 -2.522 0.358
H 4.868 -0.392 -4.003 0.283
H 5.956 -2.245 -2.796 0.359
H 5.774 -2.389 -0.335 0.405
H 5.446 -1.188 1.712 0.565
H 3.716 -1.504 1.632 0.107
H 4.293 0.140 1.867 -0.181
Br -7.713 -1.496 -1.399 -0.260
C -5.885 -1.227 -1.829 0.055
C -5.474 -1.092 -3.139 0.329
Br -6.730 -1.186 -4.558 -0.230
C -4.115 -0.866 -3.421 -0.004
Br -3.484 -0.715 -5.201 -0.147
C -3.151 -0.750 -2.422 -0.326
O -1.920 -0.446 -2.686 -0.445
C -3.565 -0.970 -1.045 -0.734
O -2.686 -0.933 -0.097 -0.438
C -4.923 -1.168 -0.805 0.413
Br -5.418 -1.329 1.027 -0.173
F 1.132 -0.512 -2.852 -0.493
As 1.282 -1.811 -4.044 2.278
F 0.034 -2.696 -3.229 -0.485
F 0.120 -1.025 -5.048 -0.476
F 1.474 -3.082 -5.211 -0.533
F 2.545 -0.890 -4.825 -0.506
F 2.468 -2.565 -3.020 -0.502
N -3.721 -4.016 8.246 -0.589
C -3.376 -3.295 7.419 0.055
C -2.943 -2.395 6.385 0.653
C -3.349 -2.590 5.066 -1.042
C -2.950 -1.708 4.080 0.071
C -2.127 -0.637 4.418 0.475
C -1.700 -0.447 5.727 -0.438
C -2.116 -1.322 6.712 -0.994
N -1.707 0.254 3.413 0.548
C -1.487 1.615 3.520 -1.214
C -1.041 2.004 2.299 -0.819
N -0.969 0.923 1.450 1.170
C -1.387 -0.100 2.143 -1.989
H -3.990 -3.425 4.816 0.463
H -3.286 -1.828 3.057 0.444
H -1.020 0.363 5.955 0.494
H -1.789 -1.189 7.735 0.423
H -1.664 2.154 4.433 0.553
H -0.757 2.996 1.988 0.412
H -1.471 -1.111 1.783 0.578
```

Calculated values
Net charge ... -2
Electronic energy ... -450137.08893 eV
HOMO level ... -0.082 hartree
HOMO-LUMO gap ... 5.74 eV

=====

No. 2
The following is a DFT calculation (ωB97M-V/def2-TZVPD) of a 7-piece molecular cluster, C46H41N9O12 overall in a non-equilibrium geometry.

Structure (XYZ):
```
108
Properties=species:S:1:pos:R:3:mulliken_charge:R:1
O -4.258 2.039 1.311 -0.653
N -4.300 1.314 0.337 1.065
O -5.313 1.069 -0.292 -0.636
C -3.043 0.696 -0.110 -0.007
C -1.881 0.945 0.599 -0.472
C -0.704 0.347 0.175 -0.494
C -0.710 -0.484 -0.941 -0.313
C -1.891 -0.712 -1.637 -0.465
C -3.071 -0.119 -1.225 -0.287
H -1.888 1.593 1.462 0.603
H 0.220 0.524 0.711 0.275
H 0.200 -0.965 -1.287 0.531
H -1.896 -1.357 -2.506 0.380
H -3.992 -0.289 -1.761 0.482
O 6.685 -4.359 3.163 -0.610
N 6.037 -3.840 2.278 1.065
O 5.103 -3.084 2.458 -0.612
C 6.410 -4.144 0.886 0.019
C 7.448 -5.024 0.648 -0.421
C 7.778 -5.317 -0.666 -0.407
C 7.076 -4.729 -1.710 -0.462
C 6.042 -3.841 -1.447 -0.387
C 5.702 -3.544 -0.137 -0.349
H 7.985 -5.473 1.469 0.458
H 8.584 -6.007 -0.873 0.379
H 7.336 -4.965 -2.734 0.387
H 5.496 -3.381 -2.259 0.414
H 4.900 -2.855 0.078 0.538
O -2.104 4.726 -1.076 -0.600
N -1.953 5.902 -0.824 1.104
O -1.104 6.609 -1.335 -0.641
C -2.841 6.509 0.181 0.079
C -3.758 5.700 0.819 -0.388
C -4.581 6.256 1.784 -0.494
C -4.478 7.607 2.088 -0.396
C -3.552 8.406 1.427 -0.583
C -2.721 7.857 0.464 -0.209
H -3.827 4.650 0.576 0.490
H -5.299 5.633 2.298 0.420
H -5.118 8.040 2.844 0.386
H -3.475 9.458 1.664 0.383
H -1.999 8.468 -0.056 0.465
O 0.381 2.186 2.879 -0.615
N 1.470 1.733 2.592 1.149
O 1.897 1.660 1.453 -0.656
C 2.317 1.233 3.685 0.204
C 1.826 1.279 4.976 -0.376
C 2.617 0.788 6.001 -0.457
C 3.874 0.267 5.723 -0.501
C 4.348 0.238 4.419 -0.444
C 3.566 0.724 3.385 -0.392
H 0.848 1.687 5.177 0.465
H 2.250 0.810 7.018 0.379
H 4.485 -0.122 6.526 0.385
H 5.324 -0.170 4.206 0.386
H 3.920 0.704 2.366 0.475
O 4.771 7.832 3.617 -0.614
N 3.696 8.237 3.223 1.019
O 3.105 9.192 3.686 -0.611
C 3.062 7.517 2.104 0.088
C 3.696 6.407 1.580 -0.457
C 3.086 5.723 0.541 -0.464
C 1.864 6.157 0.042 -0.538
C 1.249 7.280 0.579 -0.023
C 1.849 7.970 1.621 -0.514
H 4.645 6.082 1.977 0.467
H 3.564 4.849 0.122 0.418
H 1.385 5.620 -0.766 0.439
H 0.302 7.611 0.186 0.313
H 1.380 8.842 2.051 0.459
O -5.351 -5.210 -2.423 -0.605
N -5.829 -4.436 -3.227 1.026
O -6.149 -4.722 -4.362 -0.620
C -6.017 -3.041 -2.784 -0.130
C -5.628 -2.693 -1.504 -0.098
C -5.793 -1.380 -1.093 -0.828
C -6.338 -0.442 -1.960 -0.232
C -6.727 -0.817 -3.241 -0.596
C -6.568 -2.128 -3.662 -0.413
H -5.205 -3.432 -0.841 0.528
H -5.495 -1.085 -0.096 0.595
H -6.458 0.583 -1.635 0.470
H -7.154 -0.087 -3.914 0.411
H -6.865 -2.432 -4.654 0.478
C -2.491 -6.112 -1.113 -0.817
N -2.154 -6.387 -2.500 -0.170
C -0.811 -6.897 -2.660 -1.268
C 0.199 -5.902 -2.168 0.486
C 1.067 -6.219 -1.155 -0.610
C 1.982 -5.276 -0.649 -0.825
C 2.016 -4.012 -1.170 -0.530
C 1.155 -3.653 -2.223 0.512
N 1.204 -2.380 -2.714 -0.639
C 0.391 -2.121 -3.696 -0.399
C -0.474 -3.083 -4.244 -0.342
N -0.557 -4.296 -3.788 -0.390
C 0.250 -4.607 -2.736 0.593
H -2.047 -5.170 -0.808 0.204
H -3.564 -6.015 -1.036 0.333
H -2.158 -6.901 -0.432 0.288
H -2.846 -6.974 -2.936 0.254
H -0.619 -7.064 -3.717 0.391
H -0.661 -7.849 -2.140 0.490
H 1.038 -7.198 -0.710 0.373
H 2.646 -5.552 0.152 0.498
H 2.705 -3.275 -0.795 0.669
H 0.397 -1.124 -4.110 0.420
H -1.114 -2.811 -5.069 0.472
```

Calculated values
Net charge ... 0
SMILES string ... O=[N+]([O-])c1ccccc1.O=[N+]([O-])c1ccccc1.O=[N+]([O-])c1ccccc1.O=[N+]([O-])c1ccccc1.O=[N+]([O-])c1ccccc1.O=[N+]([O-])c1ccccc1.CNCc1cccc2nccnc12
Electronic energy ... -86331.27271 eV
HOMO level ... -0.310 hartree
HOMO-LUMO gap ... 7.74 eV

=====

No. 3
The following is a DFT calculation (ωB97M-V/def2-TZVPD) of C46H42BrCdIN7O4S as an isolated structure.

Structure (XYZ):
```
103
Properties=species:S:1:pos:R:3:mulliken_charge:R:1
Cd -0.398 -0.685 0.874 3.110
C 2.924 1.684 3.542 -0.597
O 1.791 1.246 4.342 -0.470
C 0.955 0.655 3.483 -0.112
N 1.317 0.501 2.279 0.343
C 2.675 1.067 2.150 -0.339
C 2.804 2.025 0.975 0.681
C 3.502 3.221 1.077 -1.048
C 3.707 4.026 -0.041 -1.390
C 3.217 3.636 -1.278 -0.560
C 2.521 2.437 -1.392 -0.948
C 2.315 1.642 -0.277 1.120
C -0.388 0.279 3.983 -0.005
C -0.788 0.408 5.304 -0.867
C -2.100 0.081 5.616 -0.491
C -2.965 -0.335 4.613 -0.985
C -2.467 -0.423 3.323 -0.041
N -1.209 -0.140 3.032 0.769
C -3.277 -0.819 2.155 -0.179
N -2.861 -0.739 0.959 0.454
C -3.916 -1.288 0.093 -0.379
C -5.085 -1.527 1.079 -0.663
O -4.504 -1.291 2.390 -0.486
C -4.312 -0.370 -1.037 -0.093
C -4.838 -0.914 -2.205 -0.165
C -5.255 -0.090 -3.239 -0.789
C -5.152 1.289 -3.112 -0.554
C -4.634 1.836 -1.949 -0.704
C -4.210 1.012 -0.914 0.174
H 3.831 1.330 4.022 0.289
H 2.904 2.772 3.546 0.387
H 3.353 0.225 1.962 0.220
H 3.927 3.535 2.023 0.486
H 4.271 4.945 0.058 0.409
H 3.384 4.255 -2.151 0.457
H 2.139 2.117 -2.353 0.287
H 1.817 0.692 -0.389 0.165
H -0.094 0.754 6.056 0.571
H -2.451 0.157 6.636 0.461
H -3.997 -0.580 4.816 0.607
H -3.541 -2.228 -0.320 0.555
H -5.480 -2.539 1.068 0.331
H -5.890 -0.807 0.944 0.396
H -4.905 -1.991 -2.312 0.425
H -5.654 -0.524 -4.147 0.415
H -5.473 1.933 -3.921 0.435
H -4.554 2.911 -1.847 0.458
H -3.780 1.440 -0.018 0.248
Br 0.281 2.179 -4.768 -0.127
C 1.055 0.468 -4.507 0.011
C 2.163 0.149 -5.281 -0.407
C 2.774 -1.085 -5.134 -0.735
C 2.275 -2.000 -4.218 -0.660
C 1.164 -1.684 -3.455 -0.777
C 0.543 -0.446 -3.591 0.404
I -1.118 -0.016 -2.415 0.214
H 2.538 0.869 -5.995 0.435
H 3.637 -1.327 -5.740 0.393
H 2.750 -2.964 -4.089 0.447
H 0.788 -2.389 -2.726 0.771
N -1.371 -3.120 1.737 -0.472
C -1.244 -4.210 1.391 0.066
C -1.078 -5.568 0.953 0.637
C -2.088 -6.497 1.197 -0.478
C -1.920 -7.804 0.773 -0.605
C -0.755 -8.174 0.115 -0.346
C 0.247 -7.244 -0.125 -0.683
C 0.096 -5.932 0.292 -0.287
H -2.988 -6.195 1.716 0.473
H -2.697 -8.535 0.958 0.394
H -0.628 -9.198 -0.214 0.393
H 1.151 -7.539 -0.640 0.418
H 0.859 -5.187 0.104 0.472
O -0.496 3.016 2.127 -0.452
C -0.623 2.704 0.851 -1.461
O -0.913 1.588 0.472 -0.998
C -0.417 3.867 -0.100 2.005
N 0.140 5.012 0.636 -0.515
C -0.642 6.224 0.294 -0.818
C -1.458 5.842 -0.937 -0.820
C -1.749 4.364 -0.688 -0.574
H 0.235 3.522 -0.900 -0.376
H 1.122 5.120 0.418 0.238
H -0.189 3.965 2.094 0.487
H 0.023 7.070 0.129 0.391
H -1.300 6.480 1.126 0.279
H -0.856 5.954 -1.842 0.312
H -2.360 6.442 -1.053 0.461
H -2.017 3.804 -1.582 0.341
H -2.558 4.253 0.041 0.308
C 5.511 -0.106 0.106 -1.011
C 4.709 -1.291 -0.338 0.998
C 5.285 -2.340 -1.036 -0.960
C 4.452 -3.391 -1.380 -0.402
N 3.157 -3.402 -1.098 -0.412
C 2.682 -2.326 -0.449 0.266
S 0.946 -2.441 -0.194 -0.263
N 3.407 -1.292 -0.032 0.030
H 6.542 -0.177 -0.237 0.435
H 5.516 -0.040 1.196 0.220
H 5.067 0.815 -0.274 0.085
H 6.336 -2.346 -1.290 0.438
H 4.841 -4.258 -1.904 0.431
```

Calculated values
Net charge ... +1
Electronic energy ... -160545.38025 eV
HOMO level ... -0.363 hartree
HOMO-LUMO gap ... 7.23 eV

=====

No. 4
The following is a DFT calculation (ωB97M-V/def2-TZVPD) of C46H42FGeN3O5W as an isolated structure in a non-equilibrium geometry.

Structure (XYZ):
```
99
Properties=species:S:1:pos:R:3:mulliken_charge:R:1
W 0.223 -1.156 0.282 0.694
F -2.096 -6.030 -3.644 -0.444
C -2.705 -4.825 -3.525 0.813
C -2.018 -3.870 -2.807 -0.620
C -2.559 -2.597 -2.606 0.459
C -1.971 -1.656 -1.730 0.215
O -1.012 -2.021 -0.830 0.442
C -2.416 -0.306 -1.769 -0.311
C -3.495 0.003 -2.556 -0.373
N -4.146 -0.920 -3.315 0.260
C -5.215 -0.482 -4.167 -0.345
C -5.005 0.736 -5.015 -0.979
C -5.072 -0.612 -5.659 -0.419
C -3.729 -2.248 -3.336 -0.243
C -4.406 -3.234 -4.031 -0.522
C -3.956 -4.575 -4.082 -1.026
N -4.771 -5.543 -4.713 0.075
C -6.152 -5.625 -4.262 -0.531
C -7.025 -6.076 -5.447 -0.801
N -6.170 -6.857 -6.383 -0.105
C -5.267 -7.752 -5.619 -0.847
C -4.226 -6.883 -4.900 -0.603
C -1.648 0.781 -1.075 -0.284
O -2.043 1.911 -0.976 -0.606
O -0.444 0.375 -0.635 -0.547
H -1.056 -4.113 -2.391 0.395
H -3.863 1.016 -2.598 0.791
H -6.196 -0.644 -3.731 0.422
H -4.040 1.216 -4.977 0.343
H -5.827 1.420 -5.142 0.281
H -4.151 -1.022 -6.044 0.254
H -5.951 -0.865 -6.232 0.315
H -5.309 -2.982 -4.560 1.043
H -6.486 -4.655 -3.898 0.475
H -6.243 -6.335 -3.426 0.303
H -7.446 -5.222 -5.979 0.433
H -7.844 -6.706 -5.097 0.360
H -5.574 -6.199 -6.902 0.390
H -6.746 -7.379 -7.051 0.351
H -4.773 -8.453 -6.291 0.414
H -5.871 -8.322 -4.911 0.352
H -3.314 -6.798 -5.494 0.511
H -3.964 -7.367 -3.950 0.399
C -0.918 -0.853 2.019 -1.186
C -0.874 -0.508 3.195 0.992
C -0.697 -0.186 4.562 0.275
C 0.325 0.714 4.887 -0.357
C 0.635 0.959 6.210 -0.575
C -0.068 0.315 7.218 -0.432
C -1.098 -0.559 6.901 -0.553
C -1.418 -0.812 5.580 -0.477
H 0.868 1.202 4.090 0.524
H 1.431 1.646 6.458 0.406
H 0.192 0.494 8.250 0.405
H -1.644 -1.051 7.692 0.403
H -2.214 -1.496 5.329 0.470
O 2.039 -0.756 -0.259 -0.500
C 2.269 -0.355 0.951 0.433
O 1.471 0.485 1.422 -0.466
C 3.142 -1.215 1.814 -0.342
C 2.044 -2.204 2.196 -0.660
Ge 1.202 -3.412 -0.278 3.091
C 1.423 -3.038 -2.275 0.328
C 1.979 -4.006 -3.112 -0.136
C 2.290 -3.710 -4.428 -0.931
C 2.062 -2.440 -4.928 -0.672
C 1.508 -1.470 -4.109 -1.130
C 1.183 -1.765 -2.794 0.170
C 2.652 -4.752 0.006 -0.109
C 2.386 -5.916 0.723 -0.783
C 3.367 -6.873 0.902 -0.799
C 4.640 -6.661 0.396 -0.551
C 4.921 -5.502 -0.313 -0.913
C 3.932 -4.556 -0.506 -0.580
C -0.441 -4.572 0.091 -0.104
C -0.730 -5.776 -0.548 0.307
C -1.913 -6.449 -0.283 -0.677
C -2.834 -5.922 0.607 -0.778
C -2.542 -4.751 1.284 -0.753
C -1.352 -4.093 1.032 -0.498
H 3.531 -0.659 2.670 0.392
H 3.941 -1.686 1.237 0.281
H 1.486 -1.846 3.063 0.288
H 2.431 -3.206 2.363 0.446
H 2.184 -4.989 -2.709 0.439
H 2.736 -4.466 -5.054 0.492
H 2.315 -2.197 -5.949 0.441
H 1.346 -0.470 -4.483 0.514
H 0.756 -0.960 -2.180 0.430
H 1.395 -6.060 1.130 0.407
H 3.134 -7.781 1.439 0.451
H 5.415 -7.392 0.562 0.418
H 5.910 -5.336 -0.715 0.446
H 4.142 -3.652 -1.064 0.493
H -0.019 -6.189 -1.252 0.478
H -2.119 -7.389 -0.776 0.498
H -3.769 -6.426 0.794 0.441
H -3.239 -4.346 2.001 0.532
H -1.109 -3.202 1.626 0.089
```

Calculated values
Net charge ... +2
Electronic energy ... -124131.81572 eV
HOMO level ... -0.438 hartree
HOMO-LUMO gap ... 5.47 eV